No. 1
Below is a structure of composition C27H44F6OP2Rh in a non-equilibrium geometry, with properties calculated with ωB97M-V with the def2-TZVPD basis set.

Element x y z (Å)
Rh -0.32032 -0.82989 2.19485
C -2.04586 -1.21394 3.19558
C -1.67167 -2.34239 2.39823
C 0.11530 -1.85938 3.83783
C -0.93112 -0.85573 4.06109
C -0.33280 -2.74709 2.76830
C -3.44125 -0.69608 3.34044
H -4.06225 -0.83648 2.45411
H -3.45582 0.35631 3.60776
H -3.91191 -1.24597 4.15908
C -0.85863 0.36638 4.88506
H -1.80110 0.91494 4.83971
H -0.06092 1.04215 4.55562
H -0.65849 0.04744 5.90221
C 1.52444 -1.66280 4.24277
H 1.68405 -1.97589 5.26896
H 1.78006 -0.59596 4.19109
H 2.22868 -2.17824 3.57391
C 0.42919 -3.83228 2.09519
H 0.52725 -4.72753 2.69635
H 1.42318 -3.47284 1.88156
H -0.03951 -4.11436 1.15949
C -2.64876 -3.14272 1.57343
H -2.96814 -4.05432 2.10309
H -2.24313 -3.44593 0.60501
H -3.56554 -2.58161 1.37031
C -1.26991 1.76788 0.43239
C -2.45704 1.10465 0.37595
C -2.77934 -0.01539 -0.51271
C -1.71260 -0.82058 -1.34844
C -0.44529 -1.35323 -0.89970
C 0.72309 -0.65468 -0.67526
C 0.92737 0.76631 -0.67953
C -0.23819 1.82348 -0.59625
H -3.46607 0.36897 -1.28026
H -1.48156 -0.20935 -2.22223
H -3.37329 -0.74018 0.06452
H -0.70313 1.88308 -1.58872
H -1.08290 2.38274 1.35289
H -3.18134 1.26378 1.21359
H 0.31009 2.75424 -0.38720
H 1.66129 0.99861 0.08591
H 1.62030 -1.26942 -0.40247
H 1.46460 1.02942 -1.59842
H -2.27352 -1.68423 -1.70913
H -0.40123 -2.44983 -0.76041
P -0.86389 0.95615 -3.99684
C -0.86631 2.74431 -4.35150
C -2.00942 0.51266 -5.36726
P 1.49610 -0.97212 -4.71422
C 0.62170 0.61810 -5.03196
C 0.93442 -1.75269 -6.31873
C 3.04131 -0.44667 -5.60050
H 0.01996 3.22605 -3.92719
H -1.77040 3.21567 -3.95834
H -0.84383 2.84335 -5.43947
H -1.73924 1.17713 -6.19323
H -3.04466 0.70401 -5.09327
H -1.89048 -0.52843 -5.68010
H 2.80043 -0.11980 -6.61722
H 3.68572 -1.33096 -5.64538
H 3.55536 0.35973 -5.07535
H 1.31099 1.48035 -4.97481
H 0.21967 0.55495 -6.06280
H 1.51643 -2.67107 -6.43525
H 1.17485 -1.07639 -7.14622
H -0.13194 -1.98597 -6.33529
C 2.21822 2.25639 4.42614
C 2.18445 1.90934 2.91111
O 1.18718 1.11560 2.45027
C 2.09063 3.30605 2.18266
F 2.98338 4.21863 2.65737
F 2.31991 3.22915 0.85097
F 0.83966 3.82602 2.34511
C 3.58045 1.25028 2.56932
F 4.61841 2.13093 2.70750
F 3.83330 0.21157 3.42048
F 3.65954 0.72295 1.33691
H 2.25173 1.33446 5.03470
H 1.33643 2.88237 4.66512
H 3.14368 2.83583 4.58178

Values from the calculation:
Expectation value of S² = 6.013
Highest occupied orbital energy (alpha / beta) = -0.3382 / -0.4009 hartree
Energy relative to the best compared isomer or geometry (same formula, charge and spin) = 240.4 kJ/mol
Energy = -2522.3655 Ha
Multiplicity = 5
Net charge = +1
HOMO-LUMO gap (alpha / beta) = 7.0 / 3.5 eV


No. 2
Below is a structure of composition C25H20BCuN9, with properties calculated with ωB97M-V with the def2-TZVPD basis set.

Element x y z (Å)
Cu 1.07368 -0.14111 0.08277
C 2.47737 -3.06363 -2.82618
C 1.46289 -2.25348 -2.30574
N 1.91899 -1.54211 -1.28221
N 3.21494 -1.87109 -1.11978
C 3.57406 -2.78557 -2.03285
B 4.06293 -1.16355 -0.03968
N 3.48815 -1.47893 1.34842
C 4.06594 -2.09590 2.39283
C 3.13955 -2.18307 3.41120
C 1.98921 -1.58546 2.88078
N 2.21029 -1.16663 1.64221
N 3.95642 0.35659 -0.32390
C 4.88604 1.20377 -0.78413
C 4.27056 2.39651 -1.11435
C 2.92397 2.18221 -0.81794
N 2.74844 0.95610 -0.33374
H 2.42031 -3.74754 -3.65449
H 0.43312 -2.16001 -2.61330
H 4.58093 -3.16816 -2.05808
H 5.20498 -1.52372 -0.10850
H 5.09091 -2.42359 2.33849
H 3.27461 -2.61440 4.38743
H 1.02073 -1.43856 3.33291
H 5.91755 0.89932 -0.84852
H 4.73021 3.28584 -1.50784
H 2.08250 2.84595 -0.92967
N -8.70631 2.54517 -0.90895
C -7.61629 2.22026 -0.74499
C -6.25221 1.81526 -0.53990
C -5.25574 2.27422 -1.39832
C -3.94331 1.88738 -1.19058
C -3.61723 1.03286 -0.14125
C -4.61916 0.57892 0.71202
C -5.93275 0.96953 0.52006
C -2.19950 0.63309 0.07369
C -1.87074 -0.71203 -0.06973
C -2.74875 -1.80134 -0.32830
C -2.00025 -2.95165 -0.21977
C -0.68204 -2.53395 0.07190
N -0.59426 -1.21545 0.14616
C -1.31768 1.64300 0.46562
C -1.66764 2.94672 0.90411
C -0.52029 3.52301 1.40215
C 0.49866 2.56506 1.23419
N 0.04429 1.45392 0.66687
H -5.51280 2.93032 -2.21847
H -3.16124 2.24533 -1.84748
H -4.35990 -0.07318 1.53570
H -6.71216 0.62721 1.18682
H -3.80181 -1.72803 -0.54769
H -2.33607 -3.96989 -0.32982
H 0.19577 -3.14877 0.21067
H -2.65987 3.36900 0.88288
H -0.40905 4.49948 1.84437
H 1.53906 2.65478 1.51189

Values from the calculation:
Expectation value of S² = 0.753
Highest occupied orbital energy (alpha / beta) = -0.2833 / -0.2836 hartree
Energy relative to the best compared isomer or geometry (same formula, charge and spin) = 0.0 kJ/mol
Energy = -3122.9131 Ha
Multiplicity = 2
Net charge = 0
HOMO-LUMO gap (alpha / beta) = 6.8 / 6.8 eV


No. 3
Below is a structure of composition C18H20ClInNP in a non-equilibrium geometry, with properties calculated with ωB97M-V with the def2-TZVPD basis set.

Element x y z (Å)
In -2.56844 0.93090 0.21644
Cl 0.09077 -0.38897 -0.43015
P -1.08139 -0.71702 -2.08312
C -1.96816 0.77855 -2.50242
C -3.31073 0.66750 -2.95690
C -3.99480 1.80150 -3.38229
C -3.35340 3.04248 -3.39041
C -2.01705 3.16101 -2.99600
C -1.30791 2.04046 -2.56693
C 0.08092 -1.17087 -3.36068
C 1.03298 -2.17891 -3.09053
C 1.94837 -2.54124 -4.07693
C 1.92224 -1.89589 -5.31862
C 0.97192 -0.90996 -5.59857
C 0.04586 -0.54014 -4.62319
C -2.16674 -2.08854 -1.76257
C -2.54979 -2.52531 -0.48140
C -3.57515 -3.47111 -0.37675
C -4.17935 -3.99154 -1.52445
C -3.77275 -3.57670 -2.79877
C -2.75839 -2.63300 -2.92597
H 1.03156 -2.65797 -2.10668
H 2.67877 -3.32235 -3.86594
H 2.64086 -2.17425 -6.07889
H 0.94467 -0.41083 -6.56793
H -0.70845 0.22692 -4.82607
H -3.79966 -0.31210 -2.93367
H -5.03365 1.69540 -3.71143
H -3.88667 3.91962 -3.75064
H -1.50246 4.12453 -3.03800
H -0.25399 2.08907 -2.27756
H -2.06967 -2.10981 0.40955
H -3.90631 -3.77823 0.61449
H -4.96946 -4.73475 -1.43703
H -4.23590 -3.97463 -3.70246
H -2.43581 -2.28076 -3.91019
H -4.96184 0.91300 -0.76379
H -5.01814 0.24119 -0.38729
N -3.03289 2.11944 2.66208
H -3.72107 1.58068 3.18779
H -3.41338 3.04366 2.44844
H -2.19547 2.24945 3.22660

Values from the calculation:
Highest occupied orbital energy = -0.5577 hartree
Energy relative to the best compared isomer or geometry (same formula, charge and spin) = 0.0 kJ/mol
Energy = -1743.7853 Ha
Multiplicity = 1
Net charge = +2
HOMO-LUMO gap = 8.2 eV


No. 4
Below is the molecule C19H18N2O5S, with properties calculated with ωB97M-V with the def2-TZVPD basis set.

Element x y z (Å)
O -2.87864 -2.11942 2.12056
C -3.31105 -1.84765 1.02507
N -2.57621 -1.58227 -0.08645
C -1.19276 -1.51853 -0.23386
C -0.31526 -1.83363 0.80280
C 1.04889 -1.75319 0.58963
C 1.53242 -1.36303 -0.64335
C 0.67338 -1.05039 -1.67975
C -0.68983 -1.12942 -1.47783
H -1.37342 -0.89103 -2.28003
H 1.08861 -0.76386 -2.63217
S 3.28995 -1.20353 -0.90137
O 3.59295 -1.44824 -2.28110
O 3.97892 -1.94641 0.11415
N 3.47178 0.44774 -0.64895
H 3.90356 0.88208 -1.45040
C 4.02850 0.88264 0.62154
C 5.52100 0.91769 0.62093
C 6.44871 -0.07699 0.71832
C 7.71285 0.54911 0.59093
C 7.45911 1.87415 0.42267
O 6.13566 2.10988 0.43426
H 8.10501 2.71950 0.29108
H 8.67233 0.07551 0.62228
H 6.23937 -1.11775 0.85284
H 3.63932 1.88057 0.84612
H 3.67290 0.17084 1.36720
H 1.75019 -2.00736 1.36804
H -0.70756 -2.13813 1.75875
H -3.11323 -1.36632 -0.91956
C -4.81856 -1.79442 0.74111
O -5.16842 -1.00254 -0.36778
C -5.08631 0.36498 -0.24262
C -4.51894 1.02548 0.83872
C -4.48074 2.41078 0.84770
C -4.99482 3.13993 -0.20815
C -5.55418 2.47684 -1.28927
C -5.60122 1.09788 -1.30989
H -6.03625 0.56326 -2.13976
H -5.95824 3.03645 -2.11929
H -4.96015 4.21828 -0.19114
H -4.03985 2.91770 1.69281
H -4.10162 0.48095 1.67150
H -5.33981 -1.47959 1.65244
H -5.14832 -2.80854 0.49124

Values from the calculation:
Highest occupied orbital energy = -0.3157 hartree
SMILES string = O=C(COc1ccccc1)Nc1ccc(S(=O)(=O)NCc2ccco2)cc1
Energy relative to the best compared isomer or geometry (same formula, charge and spin) = 186.3 kJ/mol
Energy = -1618.7084 Ha
Multiplicity = 1
Net charge = 0
HOMO-LUMO gap = 9.1 eV


No. 5
Below is a cluster of 7 separate species, C39H73IN10O5PSSi in total in a non-equilibrium geometry, with properties calculated with ωB97M-V with the def2-TZVPD basis set.

Element x y z (Å)
C 2.60679 -2.18162 -0.23960
C 3.14455 -1.57173 -1.54524
C 2.14979 -1.46798 -2.69412
I 1.22001 -3.39672 -3.00027
C 1.01755 -0.50272 -2.41040
O 0.09878 -0.42416 -3.45318
C -1.03971 0.29367 -2.99722
Si -2.58397 0.14899 -4.14160
C -2.15906 -0.25485 -5.91602
C -3.52911 1.76409 -3.99464
C -3.68164 -1.18467 -3.38135
N -0.63579 1.71510 -2.78663
C 0.36225 1.71716 -1.81747
N 0.24703 2.44146 -0.75993
C 1.27834 2.35797 0.26323
C 0.79812 1.51669 1.44476
N 0.30709 0.35831 1.36920
C -0.94576 3.30713 -0.63931
C -1.01989 4.15361 0.63433
O -2.42643 4.27375 0.92204
C -2.82193 3.17785 1.67442
C -2.83498 3.32890 3.17343
O -3.11033 2.12009 1.11899
N 1.50177 0.86173 -1.98180
P 2.57184 1.68816 -3.05984
O 4.04416 1.37618 -2.53867
O 2.47274 1.03197 -4.49563
S 2.22260 3.59289 -3.10536
H 3.20357 -1.78519 0.56681
H 2.72259 -3.25369 -0.21811
H 1.57596 -1.88901 -0.06608
H 3.94384 -2.21767 -1.89568
H 3.58838 -0.61357 -1.30482
H 2.62682 -1.25022 -3.63905
H 0.49515 -0.91805 -1.54673
H -1.32711 -0.07593 -2.00762
H -2.33543 -1.30059 -6.14276
H -2.79207 0.31197 -6.59266
H -1.13232 -0.03772 -6.20022
H -3.04182 2.58991 -4.50321
H -4.49324 1.62597 -4.47521
H -3.70492 2.00418 -2.95178
H -4.08391 -1.84974 -4.13415
H -4.46457 -0.70817 -2.80075
H -3.09680 -1.78402 -2.68564
H -0.22720 2.05183 -3.65613
H 1.48231 3.34420 0.65911
H 2.20243 1.98395 -0.12093
H 0.86444 1.97103 2.42686
H 0.27788 0.05220 0.39283
H -0.90851 3.97554 -1.49232
H -1.85023 2.73318 -0.75309
H -0.64984 5.15133 0.45619
H -0.53499 3.69801 1.49320
H -2.48367 4.31545 3.45462
H -2.12961 2.61179 3.57605
H -3.82660 3.12717 3.54761
H 4.09768 1.69014 -1.62213
H 3.34978 1.00468 -4.90524
C 5.14591 5.94166 -0.40704
C 5.10500 5.89582 1.11714
C 5.60000 4.56077 1.68943
C 4.77083 3.45223 1.21892
N 4.11882 2.58127 0.84958
H 4.48707 5.19162 -0.85046
H 4.81797 6.91542 -0.76752
H 6.15720 5.76903 -0.77832
H 4.08464 6.08194 1.45841
H 5.72635 6.69485 1.52128
H 5.56808 4.57238 2.77886
H 6.63003 4.36998 1.38639
C -5.53109 -0.06976 0.90667
C -7.03826 0.14878 0.95658
C -7.80912 -0.88481 0.13351
C -7.40583 -0.81506 -1.27448
N -7.08912 -0.73704 -2.37610
H -5.14806 0.03483 -0.11017
H -5.01191 0.65926 1.52361
H -5.26970 -1.06567 1.27042
H -7.26707 1.15283 0.59022
H -7.38000 0.09745 1.98816
H -8.88106 -0.70494 0.19988
H -7.61614 -1.89123 0.50468
C 3.08534 -6.36962 2.80203
C 4.03742 -6.59765 1.63311
C 5.31037 -5.74889 1.73773
C 4.98573 -4.32095 1.74107
N 4.72968 -3.20094 1.73529
H 2.73360 -5.33751 2.83766
H 2.20789 -7.00837 2.71291
H 3.56760 -6.59548 3.75305
H 3.52590 -6.37303 0.69451
H 4.32184 -7.64996 1.59565
H 5.97674 -5.94534 0.89766
H 5.85018 -5.98272 2.65602
C -9.97301 1.71253 5.37087
C -10.90206 1.71207 4.16217
C -11.32385 0.30169 3.73421
C -10.16058 -0.50471 3.35926
N -9.24282 -1.13348 3.07375
H -9.03729 1.19487 5.15470
H -9.72390 2.73324 5.65969
H -10.44176 1.22533 6.22725
H -10.41007 2.21311 3.32641
H -11.79944 2.28652 4.39514
H -11.99788 0.34751 2.87902
H -11.84645 -0.20501 4.54621
C 3.11550 -2.05273 4.52420
C 2.89105 -1.98330 6.03086
C 3.39489 -3.23459 6.75853
C 2.69424 -4.43052 6.28520
N 2.13865 -5.36600 5.91798
H 2.56624 -2.88163 4.07615
H 2.77143 -1.13682 4.04234
H 4.17234 -2.17953 4.28810
H 1.82756 -1.84761 6.23592
H 3.40748 -1.11091 6.43544
H 3.23414 -3.14686 7.83286
H 4.46393 -3.36926 6.58916
C 4.82653 -2.60543 -5.61633
C 5.86453 -1.77844 -4.86296
C 6.81811 -1.02301 -5.79589
C 7.56390 -1.95327 -6.64477
N 8.13942 -2.68655 -7.31433
H 5.29628 -3.37996 -6.22204
H 4.15492 -3.10216 -4.91502
H 4.22367 -1.97615 -6.27565
H 6.44150 -2.43301 -4.20807
H 5.35665 -1.05277 -4.21963
H 7.53267 -0.43647 -5.21848
H 6.26385 -0.33807 -6.43969

Values from the calculation:
Highest occupied orbital energy = -0.4278 hartree
Energy = -3780.1517 Ha
Multiplicity = 1
Net charge = +1
HOMO-LUMO gap = 8.4 eV


No. 6
Below is the molecule C2H3IS2 in a non-equilibrium geometry, with properties calculated with ωB97M-V with the def2-TZVPD basis set.

Element x y z (Å)
C -0.73139 -1.65232 0.08940
C -0.08937 -0.38115 0.27040
S -0.12529 -3.14141 0.15374
S -2.51799 -1.57425 0.00012
I -3.65021 0.55676 -0.30958
H -0.48829 0.11142 1.19716
H 1.03085 -0.65497 0.25901
H -0.26571 0.22750 -0.70720

Values from the calculation:
Highest occupied orbital energy = -0.3312 hartree
SMILES string = CC(=S)SI
Energy relative to the best compared isomer or geometry (same formula, charge and spin) = 19.4 kJ/mol
Energy = -1172.0456 Ha
Multiplicity = 1
Net charge = 0
HOMO-LUMO gap = 7.8 eV


Q: net charge of number 3 (C18H20ClInNP)?
A: +2


Q: Which formula does entry 4 have?
A: C19H18N2O5S


Q: Which of these has the highest energy?
A: C2H3IS2


Q: Look up the energy of the sixth one.
A: -1172.0456 Ha